(1)
Molecular formula: C56H34CaF15GeN2O3P2S2
Method: DFT, wB97M-V/def2-TZVPD

Calculated values
calculated total energy	-8221.15984	hartree
energy relative to the best compared isomer or geometry (same formula, charge and spin)	8.000	eV
gap between HOMO and LUMO	6.21	eV

```
! RIJCOSX wB97M-V def2-TZVPD def2/J DEFGRID3
* xyz -1 1
Ca 0.55 -0.47 0.76
C 3.43 -1.69 2.90
P 4.31 -2.52 1.43
C 3.45 -4.13 1.29
C 2.07 -4.32 1.21
C 1.56 -5.60 1.18
C 2.40 -6.70 1.19
C 3.77 -6.52 1.24
C 4.29 -5.24 1.30
C 3.54 -1.53 0.10
C 4.06 -0.18 0.05
C 3.78 0.67 -0.95
C 2.72 0.35 -1.89
C 2.24 -1.08 -1.91
C 2.81 -2.00 -0.94
C 2.06 -2.14 3.20
C 1.66 -3.12 4.10
C 0.26 -3.14 4.07
C -0.13 -2.18 3.16
C -1.50 -1.76 2.75
P -2.09 -2.86 1.34
C -3.49 -3.69 2.23
C -4.49 -3.03 2.93
C -5.53 -3.74 3.49
C -5.60 -5.12 3.36
C -4.60 -5.79 2.67
C -3.55 -5.08 2.11
C -3.19 -1.70 0.23
C -3.27 -0.25 0.68
C -4.46 0.49 0.15
C -5.56 -0.14 -0.24
C -5.63 -1.58 -0.21
C -4.55 -2.33 0.04
N 0.96 -1.56 2.62
H 3.45 -0.62 2.68
H 4.08 -1.88 3.76
H 1.39 -3.48 1.16
H 0.49 -5.74 1.15
H 2.00 -7.70 1.16
H 4.44 -7.37 1.23
H 5.36 -5.09 1.35
H 4.83 0.06 0.77
H 4.34 1.57 -1.12
H 2.67 0.94 -2.81
H 1.87 -1.49 -2.84
H 2.66 -3.06 -1.10
H 2.31 -3.74 4.70
H -0.39 -3.78 4.65
H -1.43 -0.72 2.43
H -2.20 -1.86 3.59
H -4.47 -1.95 3.02
H -6.31 -3.22 4.04
H -6.43 -5.66 3.77
H -4.64 -6.86 2.56
H -2.78 -5.59 1.56
H -3.32 -0.21 1.78
H -4.36 1.57 0.13
H -6.42 0.40 -0.61
H -6.58 -2.05 -0.41
H -4.57 -3.40 -0.05
N 1.67 1.34 1.54
C 2.46 2.10 1.87
C 3.44 3.01 2.32
C 3.40 3.42 3.66
C 4.35 4.31 4.12
C 5.33 4.80 3.26
C 5.36 4.39 1.93
C 4.43 3.49 1.46
H 2.64 3.03 4.31
H 4.33 4.63 5.15
H 6.06 5.51 3.62
H 6.11 4.79 1.26
H 4.44 3.17 0.43
F -1.85 0.42 -3.35
C -1.00 0.93 -4.26
C -0.18 1.97 -3.87
C 0.71 2.43 -4.83
F 1.60 3.39 -4.51
C 0.75 1.93 -6.12
F 1.62 2.41 -7.02
C -0.11 0.90 -6.48
F -0.09 0.40 -7.73
C -0.99 0.38 -5.54
F -1.79 -0.65 -5.87
Ge -0.23 2.43 -1.83
S -1.77 0.65 0.16
C -2.04 3.45 -1.94
C -2.20 4.24 -0.81
F -1.16 4.31 0.05
C -3.34 4.97 -0.53
F -3.43 5.75 0.56
C -4.41 4.90 -1.41
F -5.55 5.56 -1.15
C -4.29 4.12 -2.56
F -5.32 4.08 -3.43
C -3.12 3.42 -2.80
F -3.05 2.73 -3.95
C 0.69 4.31 -2.15
C 0.18 5.43 -2.78
F -0.89 5.31 -3.57
C 0.74 6.69 -2.64
F 0.19 7.77 -3.22
C 1.88 6.85 -1.86
F 2.43 8.07 -1.70
C 2.47 5.74 -1.27
F 3.60 5.87 -0.56
C 1.85 4.51 -1.43
F 2.41 3.42 -0.84
C -1.04 -2.65 -2.72
S -1.12 -1.32 -1.41
O -2.63 -1.82 -1.08
O 1.47 -0.03 -1.39
O -0.23 -1.93 -0.40
H -1.86 -2.53 -3.42
H -1.10 -3.61 -2.22
H -0.09 -2.56 -3.24
*
```

(2)
Molecular formula: C56H34I4IrN4OS
Method: DFT, wB97M-V/def2-TZVPD

Calculated values
expectation value of S²	6.114
calculated total energy	-4141.53547	hartree
gap between HOMO and LUMO (alpha / beta)	4.10 / 4.21	eV

```
! RIJCOSX wB97M-V def2-TZVPD def2/J DEFGRID3
* xyz 1 5
Ir 1.58 1.17 -0.21
I 4.50 -7.13 -3.50
C 4.47 -5.17 -2.85
C 3.91 -4.13 -3.65
C 3.66 -2.90 -3.04
C 4.07 -2.62 -1.73
C 4.89 -3.53 -1.14
C 5.06 -4.82 -1.62
C 3.67 -1.33 -1.11
C 3.59 -0.19 -1.94
C 4.43 0.11 -3.05
C 4.12 1.36 -3.56
C 3.10 1.92 -2.74
C 2.35 3.13 -2.98
C 2.75 3.83 -4.26
C 1.83 3.98 -5.36
C 2.21 4.61 -6.53
C 3.44 5.32 -6.56
I 3.81 6.57 -8.16
C 4.40 5.20 -5.51
C 4.02 4.42 -4.40
C 1.16 3.33 -2.30
N 0.71 2.73 -1.17
C -0.52 3.27 -0.84
C -1.28 3.14 0.31
C -2.52 3.90 0.49
C -3.56 3.83 -0.44
C -4.83 4.37 -0.15
C -5.12 5.04 1.01
I -7.15 5.53 1.40
C -4.00 5.31 1.86
C -2.74 4.81 1.54
C -0.82 2.36 1.38
C -1.54 2.24 2.62
C -0.87 1.32 3.35
C 0.33 0.91 2.67
N 0.32 1.53 1.42
C 1.38 0.12 3.14
C 2.30 -0.52 2.19
C 3.07 -1.64 2.54
C 3.60 -2.15 1.34
C 3.27 -1.26 0.26
N 2.46 -0.29 0.81
C 1.58 -0.04 4.60
C 2.82 0.18 5.23
C 2.94 0.21 6.66
C 1.82 0.09 7.47
I 1.93 0.54 9.51
C 0.59 -0.28 6.80
C 0.44 -0.34 5.46
C -0.85 4.28 -1.88
C 0.12 4.25 -2.80
N 2.76 0.95 -1.76
H 3.72 -4.19 -4.71
H 3.08 -2.17 -3.56
H 5.45 -3.23 -0.26
H 5.62 -5.56 -1.11
H 5.25 -0.48 -3.43
H 4.80 1.86 -4.25
H 0.84 3.60 -5.14
H 1.63 4.60 -7.40
H 5.31 5.73 -5.59
H 4.76 4.27 -3.64
H -3.45 3.37 -1.36
H -5.64 4.21 -0.94
H -4.18 6.05 2.66
H -1.83 4.95 2.17
H -2.41 2.83 2.92
H -1.14 0.95 4.33
H 3.05 -2.09 3.49
H 4.17 -3.15 1.20
H 3.73 0.31 4.65
H 3.95 0.35 7.03
H -0.26 -0.52 7.44
H -0.51 -0.67 5.09
H -1.69 4.97 -1.83
H 0.28 4.86 -3.68
O -5.67 -4.95 3.08
S -5.12 -3.75 2.37
C -5.97 -3.60 0.82
C -7.27 -4.02 0.78
C -8.00 -3.94 -0.37
C -7.47 -3.27 -1.51
C -6.14 -2.88 -1.50
C -5.37 -2.94 -0.27
C -3.51 -4.24 1.75
C -2.53 -3.30 1.65
C -1.20 -3.77 1.71
C -0.90 -5.15 1.57
C -1.95 -6.03 1.41
C -3.25 -5.60 1.57
H -7.70 -4.50 1.64
H -9.07 -4.27 -0.43
H -8.11 -3.14 -2.39
H -5.75 -2.45 -2.40
H -4.27 -2.59 -0.24
H -2.71 -2.22 1.70
H -0.41 -3.00 1.61
H 0.17 -5.37 1.73
H -1.80 -7.09 1.11
H -4.11 -6.28 1.64
*
```

(3)
Molecular formula: C56H35BrCl4N7SeZr
Method: DFT, wB97M-V/def2-TZVPD

Calculated values
calculated total energy	-9401.44297	hartree
energy relative to the best compared isomer or geometry (same formula, charge and spin)	0.000	eV
gap between HOMO and LUMO	5.56	eV

```
! RIJCOSX wB97M-V def2-TZVPD def2/J DEFGRID3
* xyz 1 1
Zr 18.82 17.52 10.62
Cl 9.25 17.60 12.30
C 10.84 17.34 11.90
C 11.69 16.67 12.78
C 13.06 16.58 12.51
C 13.61 17.21 11.34
C 12.71 17.89 10.51
C 11.35 17.94 10.73
C 15.11 17.23 11.16
C 15.77 18.46 11.10
C 15.24 19.75 10.75
C 16.18 20.68 11.12
C 17.32 20.06 11.67
C 18.37 20.69 12.33
C 18.21 22.09 12.78
C 17.05 22.60 13.37
C 16.89 23.93 13.73
C 17.96 24.79 13.44
Cl 17.78 26.48 13.78
C 19.15 24.36 12.92
C 19.31 22.96 12.63
C 19.54 20.00 12.68
N 19.90 18.72 12.19
C 21.19 18.43 12.69
C 21.94 17.27 12.49
C 23.45 17.39 12.85
C 24.29 18.30 12.21
C 25.61 18.30 12.60
C 26.07 17.45 13.62
Cl 27.74 17.36 13.97
C 25.23 16.59 14.26
C 23.95 16.46 13.80
C 21.45 16.17 11.81
C 22.22 15.07 11.31
C 21.33 14.06 10.91
C 20.02 14.65 11.02
N 20.14 15.98 11.44
C 18.83 13.91 11.00
C 17.56 14.51 11.17
C 16.35 13.76 11.44
C 15.32 14.68 11.51
C 15.88 16.01 11.25
N 17.30 15.91 11.21
C 18.95 12.48 10.66
C 19.48 12.16 9.41
C 19.36 10.86 8.96
C 18.79 9.91 9.79
Cl 18.43 8.39 9.10
C 18.38 10.21 11.13
C 18.52 11.51 11.59
C 21.59 19.57 13.52
C 20.57 20.48 13.53
N 17.17 18.68 11.50
H 11.18 16.17 13.58
H 13.74 16.14 13.26
H 13.13 18.40 9.64
H 10.67 18.46 10.05
H 14.30 19.96 10.25
H 16.11 21.79 11.04
H 16.17 21.97 13.49
H 15.89 24.26 14.12
H 19.99 24.99 12.72
H 20.22 22.58 12.08
H 23.94 18.80 11.28
H 26.36 18.97 12.29
H 25.65 15.84 14.97
H 23.25 15.66 14.20
H 23.27 15.03 11.45
H 21.59 13.06 10.54
H 16.32 12.76 11.85
H 14.22 14.49 11.63
H 19.87 12.95 8.77
H 19.76 10.50 8.04
H 17.94 9.38 11.73
H 18.19 11.80 12.62
H 22.50 19.56 14.10
H 20.49 21.45 14.06
C 19.12 26.46 7.42
C 18.09 25.38 7.16
C 17.97 24.78 5.87
C 17.18 23.70 5.67
C 16.35 23.26 6.81
Br 15.25 21.75 6.71
N 16.41 23.91 7.95
C 17.32 24.86 8.19
H 19.70 26.70 6.52
H 19.86 26.17 8.19
H 18.70 27.42 7.74
H 18.47 25.18 4.98
H 17.09 23.16 4.73
H 17.35 25.19 9.20
Se 19.30 20.12 9.14
C 20.56 18.77 8.86
N 20.86 17.66 9.22
C 17.34 16.30 5.76
C 16.50 16.97 6.64
C 17.03 17.37 7.89
N 18.28 17.00 8.27
C 19.08 16.32 7.44
C 18.63 15.91 6.20
H 16.92 16.06 4.77
H 15.48 17.25 6.40
H 16.49 17.98 8.57
H 20.12 16.19 7.76
H 19.31 15.39 5.56
*
```

(4)
Molecular formula: C56H46BN14O7PRbS
Method: DFT, wB97M-V/def2-TZVPD

Calculated values
expectation value of S²	0.792
calculated total energy	-4243.46852	hartree
energy relative to the best compared isomer or geometry (same formula, charge and spin)	1.112	eV
gap between HOMO and LUMO (alpha / beta)	5.45 / 5.36	eV

```
! RIJCOSX wB97M-V def2-TZVPD def2/J DEFGRID3
* xyz -2 2
Rb -0.61 -0.20 0.37
C 3.57 0.64 1.62
C 2.85 -0.31 2.37
N 2.59 -1.40 1.65
N 3.12 -1.17 0.43
C 3.73 0.04 0.39
B 3.13 -2.22 -0.69
N 1.79 -3.02 -0.79
C 1.52 -3.86 -1.81
C 0.28 -4.42 -1.60
C -0.14 -3.85 -0.38
N 0.78 -3.03 0.12
N 3.38 -1.49 -2.04
C 4.19 -1.79 -3.09
C 3.99 -0.84 -4.07
C 2.99 0.00 -3.53
N 2.62 -0.40 -2.33
N 4.26 -3.27 -0.37
C 4.23 -3.99 0.77
C 5.31 -4.85 0.76
C 5.95 -4.58 -0.46
N 5.31 -3.63 -1.14
H 3.89 1.62 1.93
H 2.48 -0.23 3.38
H 4.22 0.40 -0.50
H 2.21 -3.99 -2.63
H -0.26 -5.10 -2.24
H -1.08 -3.99 0.14
H 4.87 -2.62 -3.02
H 4.48 -0.77 -5.03
H 2.53 0.87 -3.97
H 3.45 -3.83 1.50
H 5.59 -5.57 1.52
H 6.84 -5.03 -0.87
C 1.39 5.52 1.01
C 0.50 4.31 0.87
N 0.43 3.36 1.74
N 1.25 3.44 2.81
C 0.82 2.65 3.82
O -0.24 2.03 3.95
C 1.82 2.59 4.97
C 2.92 3.44 5.05
C 3.80 3.35 6.13
C 3.58 2.42 7.14
C 2.48 1.57 7.06
C 1.60 1.67 5.98
C -0.42 4.24 -0.28
C -0.42 5.23 -1.28
C -1.34 5.16 -2.31
C -2.24 4.12 -2.36
C -2.16 3.17 -1.35
N -1.28 3.21 -0.35
H 1.94 5.43 1.94
H 0.81 6.45 1.03
H 2.11 5.59 0.19
H 3.09 4.15 4.25
H 4.65 4.02 6.18
H 4.26 2.35 7.98
H 2.30 0.84 7.84
H 0.73 1.03 5.91
H 0.28 6.05 -1.23
H -1.34 5.92 -3.09
H -2.97 4.01 -3.15
H -2.83 2.33 -1.34
O -4.71 -2.01 7.97
N -4.71 -1.19 7.07
O -5.49 -0.27 7.00
C -3.68 -1.32 6.01
C -2.73 -2.26 6.23
C -1.67 -2.48 5.32
C -0.68 -3.46 5.53
C 0.31 -3.61 4.61
C 0.31 -2.79 3.46
N -0.60 -1.86 3.25
C -1.58 -1.69 4.16
C -2.58 -0.66 3.93
N -2.42 0.08 2.82
C -3.32 0.98 2.52
C -4.47 1.18 3.29
C -4.64 0.46 4.44
C -3.66 -0.49 4.82
H -2.79 -2.85 7.14
H -0.73 -4.07 6.42
H 1.08 -4.36 4.73
H 1.07 -2.88 2.69
H -3.13 1.57 1.63
H -5.21 1.91 2.98
H -5.51 0.62 5.05
C -5.68 1.15 -4.20
C -5.40 0.75 -2.94
C -4.06 0.23 -2.54
C -2.97 0.41 -3.59
C -3.34 0.83 -4.84
C -4.66 1.17 -5.18
P -1.19 0.14 -3.10
C -0.28 1.32 -4.23
C -0.05 1.19 -5.60
C 0.67 2.15 -6.30
C 1.19 3.26 -5.63
C 0.99 3.39 -4.27
C 0.27 2.42 -3.57
C -0.86 -1.44 -4.00
C 0.44 -1.74 -4.42
C 0.73 -2.94 -5.07
C -0.28 -3.87 -5.29
C -1.57 -3.59 -4.85
C -1.85 -2.40 -4.21
H -6.68 1.49 -4.45
H -6.16 0.72 -2.17
H -3.77 0.75 -1.63
H -2.58 0.94 -5.61
H -4.89 1.45 -6.20
H -0.39 0.31 -6.13
H 0.84 2.03 -7.36
H 1.75 4.01 -6.18
H 1.41 4.24 -3.73
H 0.15 2.52 -2.50
H 1.24 -1.04 -4.24
H 1.75 -3.14 -5.37
H -0.05 -4.80 -5.78
H -2.36 -4.32 -5.01
H -2.86 -2.21 -3.86
O -4.30 -1.16 -2.14
S -3.46 -1.59 -0.80
O -2.08 -1.46 -1.25
O -3.81 -0.59 0.19
O -3.89 -2.93 -0.53
*
```